# 1
Molecular formula: C74H154N6O16S5
Method: DFT, ωB97M-V/def2-TZVPD

Properties
SMILES ... CC1(C)CCCC(C)(C)N1O.CC1(C)CCCC(C)(C)N1O.CC1(C)CCCC(C)(C)N1O.CC1(C)CCCC(C)(C)N1O.CC1(C)CCCC(C)(C)N1O.CC1(C)CCCC(C)(C)N1O.O=S1(=O)CCCC1.O=S1(=O)CCCC1.O=S1(=O)CCCC1.O=S1(=O)CCCC1.O=S1(=O)CCCC1
HOMO ... -7.734 eV
Frontier orbital gap ... 0.2901 Ha
Total charge ... 0

Last column: Mulliken charge in e.
Atoms and positions in Å:
C1 -3.75 5.19 2.45  -0.128
C2 -3.59 5.10 0.94  -0.262
C3 -4.99 4.79 0.30  -0.004
S1 -6.17 4.69 1.72  1.038
O1 -7.03 3.54 1.54  -0.573
O2 -6.69 6.02 2.10  -0.689
C4 -4.84 4.20 2.85  -0.517
H1 -4.21 6.13 2.75  0.438
H2 -2.88 5.02 3.08  -0.282
H3 -2.84 4.37 0.63  -0.061
H4 -3.30 6.10 0.63  0.354
H5 -4.95 3.82 -0.21  -0.343
H6 -5.34 5.49 -0.46  0.544
H7 -4.71 3.14 2.63  -0.129
H8 -5.25 4.36 3.84  0.654
C5 -5.19 -0.04 1.46  0.748
C6 -6.63 0.45 1.38  -0.242
C7 -7.50 -0.79 1.57  -1.054
S2 -6.65 -2.10 0.53  0.947
O3 -7.26 -2.12 -0.81  -0.646
O4 -6.46 -3.40 1.22  -0.645
C8 -5.06 -1.17 0.39  1.137
H9 -4.92 -0.46 2.42  0.615
H10 -4.44 0.67 1.14  -0.945
H11 -6.88 0.94 0.44  0.041
H12 -6.99 1.09 2.19  0.431
H13 -8.57 -0.77 1.39  0.499
H14 -7.53 -0.99 2.64  0.470
H15 -5.04 -0.88 -0.66  -1.014
H16 -4.23 -1.88 0.36  -0.120
C9 0.70 1.99 -4.02  1.652
C10 -0.21 2.60 -5.11  -1.523
C11 -1.55 3.15 -4.63  0.155
S3 -1.33 3.52 -2.82  0.878
O5 -2.16 2.61 -2.09  -0.189
O6 -1.42 4.99 -2.64  -0.900
C12 0.46 2.93 -2.72  -0.669
H17 1.75 2.12 -4.29  -0.132
H18 0.57 0.96 -3.70  -0.799
H19 -0.21 1.88 -5.92  0.421
H20 0.34 3.50 -5.37  0.404
H21 -2.30 2.36 -4.69  -0.671
H22 -2.00 3.99 -5.16  0.795
H23 0.58 2.60 -1.69  0.045
H24 1.10 3.81 -2.79  0.427
C13 2.69 -0.23 6.00  -0.953
C14 2.97 -1.56 5.31  0.293
C15 4.50 -1.57 4.93  -0.707
S4 5.09 0.24 4.88  1.014
O7 5.67 0.57 3.57  -0.514
O8 5.90 0.54 6.08  -0.685
C16 3.26 0.85 5.12  0.096
H25 3.06 -0.32 7.02  0.477
H26 1.63 0.01 6.15  0.373
H27 2.33 -1.54 4.43  -0.534
H28 2.79 -2.35 6.04  0.483
H29 4.73 -2.06 3.98  0.221
H30 5.09 -2.04 5.71  0.514
H31 2.71 0.82 4.17  -0.417
H32 3.18 1.88 5.45  0.410
C17 6.40 -4.36 -1.07  -0.561
C18 6.53 -5.84 -0.67  -0.696
C19 6.06 -5.96 0.79  -0.873
S5 4.63 -4.87 0.97  1.078
O9 4.65 -4.16 2.26  -0.620
O10 3.43 -5.66 0.65  -0.600
C20 5.08 -3.74 -0.44  0.575
H33 6.38 -4.31 -2.16  0.319
H34 7.25 -3.80 -0.69  0.382
H35 7.59 -6.09 -0.70  0.376
H36 6.01 -6.48 -1.39  0.326
H37 6.81 -5.61 1.50  0.389
H38 5.87 -6.97 1.17  0.461
H39 5.18 -2.83 0.15  0.382
H40 4.26 -3.73 -1.16  -0.913
C21 0.27 2.67 5.86  -2.701
C22 -0.17 4.12 6.34  1.973
C23 -0.88 3.89 7.63  -1.372
C24 -1.15 5.25 8.43  -0.879
C25 0.15 6.01 8.64  -1.175
C26 0.99 6.24 7.39  1.661
N1 1.00 5.02 6.50  0.670
O11 1.95 5.00 5.45  -0.481
C27 0.33 7.47 6.70  -1.777
C28 2.39 6.54 7.84  -1.925
C29 -1.09 4.71 5.28  -2.160
H41 0.98 2.28 6.59  0.715
H42 0.92 2.68 4.98  0.541
H43 -0.56 1.97 5.73  0.417
H44 -1.86 3.45 7.44  0.479
H45 -0.42 3.14 8.27  0.433
H46 -1.67 5.05 9.36  0.438
H47 -1.84 5.86 7.84  0.322
H48 0.77 5.52 9.39  0.422
H49 -0.24 6.92 9.09  0.441
H50 -0.70 7.41 6.37  0.318
H51 0.38 8.34 7.36  0.468
H52 0.94 7.76 5.84  0.354
H53 2.94 5.61 8.00  0.415
H54 2.88 7.07 7.02  0.377
H55 2.40 7.15 8.74  0.401
H56 -2.01 4.13 5.23  0.466
H57 -0.66 4.71 4.28  0.455
H58 -1.47 5.71 5.52  0.370
H59 2.77 4.71 5.87  0.311
C30 3.01 -4.11 -3.81  -1.567
C31 2.93 -3.60 -5.31  1.672
C32 2.61 -4.72 -6.34  -1.416
C33 1.11 -5.08 -6.55  -0.959
C34 0.36 -3.70 -6.66  -1.525
C35 0.61 -2.66 -5.56  2.397
N2 2.07 -2.46 -5.49  -0.251
O12 2.33 -1.44 -4.60  0.486
C36 -0.16 -1.43 -5.93  -2.116
C37 -0.05 -3.19 -4.18  -1.188
C38 4.38 -3.21 -5.70  -1.726
H60 2.25 -4.87 -3.60  0.364
H61 2.94 -3.29 -3.10  -0.163
H62 3.95 -4.62 -3.63  0.702
H63 2.99 -4.54 -7.35  0.486
H64 3.17 -5.59 -6.00  0.471
H65 0.65 -5.56 -5.69  0.340
H66 0.81 -5.66 -7.42  0.460
H67 -0.68 -4.00 -6.56  0.404
H68 0.45 -3.34 -7.69  0.475
H69 0.29 -0.89 -6.76  0.527
H70 -1.19 -1.67 -6.19  0.523
H71 -0.21 -0.75 -5.08  0.019
H72 -1.11 -2.99 -4.01  0.366
H73 -0.01 -4.27 -4.17  0.308
H74 0.44 -2.86 -3.26  -0.257
H75 5.02 -4.00 -5.32  0.436
H76 4.65 -2.25 -5.25  0.071
H77 4.60 -3.16 -6.77  0.484
H78 2.44 -0.73 -5.23  0.151
C39 -0.07 -3.96 3.80  -1.632
C40 -1.20 -4.97 3.45  1.302
C41 -2.56 -4.15 3.41  -0.067
C42 -3.76 -4.79 2.65  -0.801
C43 -3.38 -5.25 1.27  -0.951
C44 -2.13 -6.15 1.22  1.581
N3 -1.01 -5.61 2.07  1.265
O13 0.21 -6.28 2.03  -0.593
C45 -2.54 -7.57 1.71  -1.745
C46 -1.65 -6.32 -0.20  -2.206
C47 -1.24 -5.96 4.65  -1.980
H79 0.81 -4.56 4.03  0.661
H80 -0.26 -3.40 4.72  0.433
H81 0.25 -3.36 2.95  -0.301
H82 -2.93 -4.07 4.43  0.787
H83 -2.39 -3.14 3.06  -1.025
H84 -4.56 -4.05 2.60  0.349
H85 -4.24 -5.54 3.27  0.416
H86 -3.32 -4.42 0.56  -0.120
H87 -4.21 -5.88 0.97  0.636
H88 -1.59 -8.10 1.67  0.374
H89 -2.78 -7.61 2.77  0.323
H90 -3.23 -8.11 1.07  0.427
H91 -2.54 -6.69 -0.71  0.483
H92 -1.20 -5.41 -0.60  0.336
H93 -0.85 -7.05 -0.21  0.438
H94 -2.15 -6.57 4.68  0.410
H95 -1.13 -5.49 5.63  0.427
H96 -0.45 -6.70 4.60  0.425
H97 0.68 -6.03 1.23  0.350
C48 5.79 0.29 -4.19  -1.470
C49 6.17 1.69 -3.89  2.145
C50 4.99 2.75 -4.01  -1.989
C51 4.05 2.79 -2.84  1.029
C52 4.80 3.02 -1.56  -1.951
C53 5.99 2.06 -1.30  2.024
N4 6.80 1.90 -2.53  0.274
O14 8.01 1.15 -2.30  -0.499
C54 6.78 2.69 -0.18  -2.288
C55 5.49 0.67 -0.81  -1.618
C56 7.23 2.20 -4.93  -1.912
H98 4.72 0.13 -4.20  0.020
H99 6.18 -0.42 -3.46  0.304
H100 6.07 -0.01 -5.20  0.315
H101 5.26 3.79 -4.19  0.558
H102 4.40 2.51 -4.90  0.400
H103 3.53 1.83 -2.83  -0.442
H104 3.26 3.52 -3.02  0.420
H105 4.04 2.97 -0.78  0.471
H106 5.11 4.05 -1.37  0.395
H107 7.24 3.62 -0.51  0.581
H108 6.12 2.97 0.64  0.382
H109 7.66 2.18 0.21  0.348
H110 4.79 0.22 -1.53  -0.027
H111 6.39 0.07 -0.71  0.566
H112 5.03 0.69 0.17  0.447
H113 8.19 1.70 -4.78  0.445
H114 7.26 3.28 -4.90  0.416
H115 6.98 1.93 -5.96  0.421
H116 8.78 1.73 -2.25  0.333
C57 0.69 -1.12 -1.20  -0.674
C58 0.93 -1.44 0.30  2.395
C59 2.09 -0.63 0.96  -1.215
C60 1.71 0.77 1.22  0.463
C61 0.44 0.79 2.16  -1.964
C62 -0.80 -0.05 1.58  2.887
N5 -0.30 -1.39 1.09  0.827
O15 -1.38 -2.26 0.60  0.581
C63 -1.82 -0.33 2.77  -1.800
C64 -1.66 0.80 0.66  -0.838
C65 1.47 -2.85 0.33  -1.128
H117 0.28 -0.11 -1.22  -0.592
H118 -0.08 -1.61 -1.79  0.343
H119 1.58 -1.17 -1.84  0.298
H120 2.41 -1.12 1.87  0.148
H121 3.01 -0.65 0.37  -0.408
H122 1.43 1.32 0.32  -0.577
H123 2.53 1.31 1.69  0.803
H124 0.08 1.80 2.36  0.509
H125 0.72 0.49 3.16  0.014
H126 -1.37 -0.90 3.58  0.429
H127 -2.14 0.61 3.23  0.507
H128 -2.73 -0.80 2.40  -0.452
H129 -2.26 1.55 1.17  0.404
H130 -1.06 1.31 -0.09  -0.447
H131 -2.40 0.25 0.09  -0.243
H132 2.32 -2.91 -0.35  -0.599
H133 0.66 -3.50 -0.01  -0.256
H134 1.70 -3.05 1.38  0.781
H135 -1.40 -2.94 1.27  -0.546
C66 -5.02 4.30 -3.74  -1.356
C67 -5.58 2.92 -4.14  1.658
C68 -5.58 2.85 -5.67  -1.468
C69 -5.64 1.51 -6.34  -0.928
C70 -4.75 0.56 -5.59  -1.800
C71 -4.69 0.41 -4.03  2.178
N6 -4.72 1.86 -3.52  0.114
O16 -4.70 1.80 -2.10  1.131
C72 -5.85 -0.48 -3.66  -1.411
C73 -3.30 -0.25 -3.72  -1.400
C74 -7.02 2.85 -3.77  -1.642
H136 -5.51 5.17 -4.19  0.559
H137 -3.96 4.27 -3.98  0.051
H138 -5.02 4.46 -2.66  -0.103
H139 -6.37 3.53 -5.98  0.421
H140 -4.69 3.32 -6.09  0.381
H141 -5.43 1.58 -7.41  0.390
H142 -6.64 1.08 -6.31  0.428
H143 -3.73 0.64 -5.97  0.286
H144 -5.02 -0.37 -6.08  0.540
H145 -6.70 -0.46 -4.35  0.368
H146 -5.62 -1.55 -3.69  0.431
H147 -6.19 -0.33 -2.64  0.069
H148 -3.07 -0.27 -2.65  -0.327
H149 -3.21 -1.28 -4.06  0.798
H150 -2.47 0.27 -4.20  -0.268
H151 -7.54 3.81 -3.82  0.520
H152 -7.06 2.42 -2.77  0.052
H153 -7.49 2.05 -4.34  0.369
H154 -3.86 2.22 -1.88  0.007

=====

# 2
Molecular formula: C48H41N5P2S2ScTe
Method: DFT, ωB97M-V/def2-TZVPD

Properties
HOMO ... -2.582 eV
Frontier orbital gap ... 0.1752 Ha
Total charge ... -1

Last column: Mulliken charge in e.
Atoms and positions in Å:
Sc1 1.25 -1.73 0.60  -1.214
C1 3.03 -6.40 3.84  -0.815
S1 3.07 -4.70 4.45  -0.094
C2 2.73 -3.82 2.96  0.284
S2 1.35 -4.28 1.93  -0.583
N1 3.45 -2.79 2.72  -1.458
N2 3.09 -1.98 1.70  1.803
C3 4.20 -1.27 1.21  -1.302
C4 3.99 -0.42 0.18  0.668
C5 5.01 0.38 -0.46  -1.338
C6 4.72 1.18 -1.50  -1.014
C7 3.36 1.23 -1.99  -0.619
C8 2.43 0.48 -1.35  -1.789
N3 2.66 -0.31 -0.27  1.693
H1 3.15 -7.05 4.71  0.321
H2 3.85 -6.58 3.14  0.271
H3 2.08 -6.61 3.37  0.256
H4 5.18 -1.47 1.63  0.325
H5 6.03 0.31 -0.08  0.455
H6 5.49 1.77 -1.98  0.386
H7 3.08 1.82 -2.85  0.590
H8 1.41 0.49 -1.70  1.160
C9 0.58 3.31 -0.32  -1.304
N4 -0.13 2.09 0.05  0.758
P1 0.33 1.12 1.43  1.422
C10 1.59 2.14 2.27  0.310
C11 1.30 3.39 2.81  -0.453
C12 2.28 4.11 3.46  -0.820
C13 3.56 3.57 3.61  -0.589
C14 3.84 2.32 3.10  -0.625
C15 2.86 1.59 2.44  -0.631
C16 -1.05 1.42 2.62  0.568
C17 -2.11 2.28 2.39  -0.294
C18 -3.12 2.42 3.33  -0.650
C19 -3.08 1.69 4.51  -0.606
C20 -2.02 0.82 4.75  -0.744
C21 -1.01 0.69 3.81  -0.997
P2 -1.19 1.21 -0.95  0.282
C22 -2.75 2.16 -1.06  1.322
C23 -2.90 3.53 -0.81  -0.418
C24 -4.14 4.14 -0.93  -0.831
C25 -5.25 3.40 -1.30  -0.732
C26 -5.12 2.04 -1.55  -0.585
C27 -3.88 1.42 -1.42  -1.053
C28 -0.70 1.43 -2.72  0.962
C29 -0.31 0.27 -3.39  -0.250
C30 0.01 0.31 -4.74  -0.602
C31 -0.07 1.50 -5.44  -0.666
C32 -0.49 2.66 -4.79  -0.871
C33 -0.81 2.62 -3.44  -0.467
H9 0.35 4.14 0.35  0.283
H10 0.31 3.59 -1.34  0.388
H11 1.66 3.14 -0.31  0.331
H12 0.30 3.80 2.73  0.382
H13 2.06 5.09 3.88  0.408
H14 4.33 4.14 4.12  0.362
H15 4.83 1.88 3.22  0.489
H16 3.08 0.61 2.06  0.540
H17 -2.15 2.84 1.47  0.244
H18 -3.95 3.09 3.13  0.418
H19 -3.88 1.79 5.23  0.359
H20 -1.99 0.24 5.66  0.438
H21 -0.19 0.00 4.00  0.636
H22 -2.04 4.11 -0.51  0.270
H23 -4.23 5.20 -0.73  0.426
H24 -6.22 3.88 -1.39  0.386
H25 -5.98 1.45 -1.82  0.442
H26 -3.79 0.36 -1.58  0.371
H27 -0.23 -0.66 -2.85  0.227
H28 0.33 -0.60 -5.23  0.499
H29 0.18 1.53 -6.49  0.375
H30 -0.57 3.59 -5.33  0.406
H31 -1.18 3.52 -2.96  0.311
C34 3.09 -3.65 -3.10  -0.997
C35 2.01 -4.04 -3.89  -0.943
C36 0.72 -3.85 -3.41  -0.829
C37 0.51 -3.29 -2.15  0.695
C38 1.57 -2.86 -1.34  0.914
C39 2.86 -3.06 -1.86  -0.025
C40 -0.87 -3.07 -1.65  1.469
C41 -1.97 -3.72 -2.30  -1.483
C42 -3.24 -3.48 -1.89  -1.379
C43 -3.47 -2.58 -0.82  1.304
C44 -4.77 -2.26 -0.37  -0.814
C45 -4.95 -1.41 0.68  -0.902
C46 -3.82 -0.83 1.31  -0.287
C47 -2.56 -1.13 0.88  0.208
C48 -2.34 -2.01 -0.20  -0.600
N5 -1.06 -2.27 -0.62  1.241
H32 4.10 -3.78 -3.46  0.434
H33 2.17 -4.47 -4.87  0.375
H34 -0.10 -4.14 -4.05  0.275
H35 3.72 -2.74 -1.28  0.339
H36 -1.78 -4.42 -3.09  0.415
H37 -4.08 -3.96 -2.38  0.416
H38 -5.62 -2.72 -0.87  0.384
H39 -5.95 -1.16 1.03  0.426
H40 -3.95 -0.15 2.14  0.356
H41 -1.71 -0.70 1.37  -0.190
Te1 -0.36 -2.83 2.86  -0.210